(1)
This record from the OMol25 dataset describes 2 unconnected molecules or ions with the total composition C9H12NO2 at a distorted geometry. The level of theory is ωB97M-V/def2-TZVPD.

Structure (XYZ):
```
24
Properties=species:S:1:pos:R:3:nbo_charge:R:1
C -0.47 -0.58 -4.05 -0.0646
C 0.69 -0.46 -3.30 -0.2356
C -1.77 -0.53 -3.54 -0.2227
C 0.54 -0.27 -1.95 -0.0681
C -1.97 -0.44 -2.24 -0.0936
C -0.81 -0.28 -1.41 -0.2233
C -0.99 -0.10 0.02 0.4732
C 1.83 -0.28 4.20 -0.6133
C 1.43 0.47 3.19 0.4583
N 0.75 1.62 3.45 -0.8415
O -2.12 -0.08 0.79 -0.5890
O 1.62 0.23 1.89 -0.7208
H -0.24 -0.84 -5.14 0.2539
H 1.73 -0.49 -3.87 0.2694
H -2.57 -0.69 -4.21 0.2491
H 1.35 -0.08 -1.29 0.2439
H -2.91 -0.30 -1.61 0.2136
H 1.52 0.29 5.07 0.2071
H -0.12 0.29 0.58 0.2482
H 2.33 -1.19 4.19 0.2208
H 0.50 2.29 2.66 0.3984
H -3.04 -0.03 0.36 0.5321
H 0.19 1.56 4.27 0.3998
H 2.52 -0.09 1.92 0.5045
```

As for the charge: +1. The energy relative to the best compared isomer or geometry (same formula, charge and spin) comes out at 3.130 eV.

---

(2)
This record from the OMol25 dataset describes a molecular structure, C36H28CoN10S2Se at a distorted geometry. The level of theory is ωB97M-V/def2-TZVPD.

Structure (XYZ):
```
78
Properties=species:S:1:pos:R:3:mulliken_charge:R:1
Co -0.07 0.18 0.06 -1.6161
N -1.21 1.92 2.51 -0.2070
C -0.30 2.56 1.79 0.6163
N 0.04 3.78 2.13 -0.7232
C 0.98 4.39 1.40 0.1837
N 1.35 5.61 1.72 -0.2766
N 1.60 3.81 0.31 -0.7036
C 1.20 2.62 0.03 -0.1109
N 0.27 1.91 0.71 0.3868
C 1.76 1.89 -1.08 1.2196
C 2.74 2.37 -1.92 -0.7225
C 3.19 1.55 -2.95 -0.6390
C 2.64 0.29 -3.09 -0.8299
C 1.65 -0.13 -2.21 -0.1237
N 1.23 0.66 -1.23 0.8911
H -1.62 2.40 3.30 0.3131
H -1.51 0.99 2.28 0.0486
H 0.93 6.07 2.51 0.2770
H 2.06 6.08 1.18 0.2579
H 3.13 3.37 -1.75 0.6334
H 3.96 1.90 -3.63 0.5134
H 2.96 -0.38 -3.88 0.4906
H 1.20 -1.11 -2.28 0.5490
S 5.11 1.32 2.05 -0.0681
C 6.63 1.27 2.84 -0.3103
C 6.75 0.17 3.65 -0.6866
C 5.60 -0.65 3.62 -0.5185
C 4.61 -0.16 2.79 0.3500
C 3.31 -0.74 2.52 0.4468
C 2.43 -0.09 1.63 0.4076
N 1.22 -0.57 1.33 0.5257
C 0.80 -1.72 1.90 0.1401
C 1.59 -2.44 2.80 0.3020
C 1.04 -3.66 3.35 -1.1715
C -0.20 -4.08 3.01 -1.1419
C -1.01 -3.34 2.09 0.5751
C -2.31 -3.71 1.69 -0.5658
C -3.03 -2.92 0.79 0.8098
C -2.40 -1.75 0.31 0.0746
N -1.16 -1.38 0.67 0.3960
C -0.48 -2.16 1.55 -0.1096
C -4.38 -3.25 0.35 0.4094
C -5.14 -4.35 0.70 -0.5134
C -6.41 -4.36 0.08 -0.6487
C -6.60 -3.29 -0.74 -0.3865
S -5.24 -2.25 -0.76 -0.0962
C 2.86 -1.93 3.10 -0.7100
H 7.35 2.06 2.68 0.4580
H 7.63 -0.04 4.23 0.4435
H 5.51 -1.55 4.19 0.3818
H 2.72 0.84 1.16 -0.1243
H 1.64 -4.23 4.05 0.5136
H -0.60 -5.00 3.43 0.5133
H -2.74 -4.62 2.09 0.4957
H -2.92 -1.10 -0.38 -0.1713
H -4.82 -5.11 1.38 0.3929
H -7.14 -5.13 0.23 0.4382
H -7.46 -3.05 -1.33 0.4616
H 3.49 -2.47 3.79 0.5189
C -4.11 3.23 -2.65 -0.9603
N -3.74 1.94 -3.18 0.3192
C -2.87 1.08 -2.67 -0.1037
Se -1.92 1.40 -1.07 -0.0246
N -2.81 0.00 -3.48 0.2239
C -3.68 0.18 -4.57 0.4100
C -3.99 -0.61 -5.66 -0.8515
C -4.93 -0.10 -6.55 -0.5606
C -5.53 1.14 -6.34 -0.6931
C -5.22 1.93 -5.25 -0.6938
C -4.28 1.41 -4.37 0.7183
H -3.56 3.43 -1.73 0.2772
H -5.18 3.25 -2.44 0.3640
H -3.87 4.01 -3.38 0.3821
H -2.23 -0.79 -3.33 0.1667
H -3.53 -1.58 -5.82 0.4311
H -5.20 -0.68 -7.42 0.4320
H -6.25 1.49 -7.06 0.4260
H -5.69 2.89 -5.09 0.4774
```

As for the charge: +3. The energy relative to the best compared isomer or geometry (same formula, charge and spin) comes out at 0.542 eV.